Computed, not measured: 2 unconnected molecules or ions with the total composition C12H12Cl4IN2O6P in a non-equilibrium geometry, with ωB97M-V/def2-TZVPD.

Geometry as XYZ:
```
38
Properties=species:S:1:pos:R:3:forces:R:3:lowdin_charge:R:1
C -2.830 3.092 -0.737 -0.8 -0.2 -0.6 -0.15
N -1.477 2.465 -0.647 -0.9 0.5 1.1 -0.13
C -1.007 2.320 0.757 1.3 -0.3 0.5 -0.22
C -0.218 0.911 0.876 1.4 -2.8 0.8 -0.06
C 1.354 0.858 0.863 -0.9 -2.5 0.5 -0.03
C 2.239 2.192 0.687 -0.7 -1.2 -0.5 -0.10
O 1.952 2.681 -0.676 -0.4 1.9 2.1 -0.18
O 2.005 1.547 -1.453 0.4 -2.2 -2.0 -0.06
C 2.067 -0.501 0.981 -3.5 0.0 0.0 0.01
C 1.267 -1.821 1.153 -1.2 2.7 -0.1 -0.06
C -0.276 -1.805 1.167 2.0 2.0 0.2 -0.37
O -0.961 -3.033 1.327 0.8 1.9 -0.3 -0.10
C -1.020 -0.435 1.007 3.3 -0.5 0.3 -0.29
P -2.921 -0.274 0.955 0.4 0.8 -1.7 0.51
O -3.281 -0.727 -0.687 0.2 -0.4 2.0 -0.43
I -4.001 -1.950 2.390 0.3 -0.2 -0.3 0.40
C 2.332 -2.999 1.262 -1.4 -0.8 -0.7 -0.32
O 2.226 -4.225 1.107 0.4 4.5 0.7 0.11
N 3.580 -2.269 1.597 0.6 0.1 -0.1 0.08
C 3.607 -0.912 0.960 -0.5 1.5 -1.0 -0.29
O 4.573 -0.286 0.495 -3.3 -2.6 2.0 0.10
H -2.829 4.233 -0.674 0.0 -1.4 -0.1 0.08
H -3.301 2.751 -1.732 0.7 0.8 1.4 0.09
H -3.534 2.691 0.081 1.3 0.5 -1.1 0.07
H -0.788 2.950 -1.239 -0.5 -0.3 0.7 0.10
H -1.875 2.365 1.516 1.3 -0.4 -1.4 0.11
H -0.287 3.165 1.084 -1.0 -1.3 -0.5 0.12
H 1.930 2.979 1.456 0.4 -0.9 -1.4 0.13
H 3.359 1.987 0.731 -1.6 0.0 0.2 0.13
H 1.599 1.733 -2.332 0.2 0.6 1.1 0.13
H -1.122 -3.479 0.466 0.3 0.6 0.5 0.09
H -4.151 -1.181 -0.727 0.7 0.4 0.1 0.03
H 3.403 -2.039 2.595 0.7 -0.3 -0.5 0.15
Cl 1.195 -2.510 -3.844 -0.2 0.0 0.2 0.53
C -0.322 -2.597 -2.923 0.0 0.0 -0.2 -1.96
Cl -1.530 -1.528 -3.669 0.2 -0.2 0.1 0.53
Cl -0.925 -4.269 -2.930 0.1 0.2 0.0 0.53
Cl -0.028 -2.080 -1.244 0.1 -0.3 -2.1 0.73
```
Positions in Å, forces in eV/Å.

The calculation puts the HOMO energy at -8.80 eV. As for the SMILES: CNCc1c(COO)c2c(c(O)c1P(O)I)C(=O)NC2=O.ClC(Cl)(Cl)Cl. As for the LUMO energy: -1.30 eV. For the frontier orbital gap, the calculation gives 7.5 eV. The spin multiplicity is 1.

***

Computed, not measured: a molecular structure, C12H12F3N4STc in a non-equilibrium geometry, with ωB97M-V/def2-TZVPD.

Geometry as XYZ:
```
33
Properties=species:S:1:pos:R:3:forces:R:3:lowdin_spin:R:1
Tc -4.890 -5.622 -14.177 -0.5 1.0 0.0 2.37
F -7.412 -4.881 -9.876 0.0 0.8 -0.3 0.00
C -7.488 -3.570 -10.207 -1.0 -0.5 -0.5 0.00
F -8.793 -3.170 -10.093 1.9 -0.4 0.2 0.00
F -6.670 -2.876 -9.441 -0.5 0.0 0.2 0.00
C -7.067 -3.338 -11.672 -1.1 0.2 -0.2 0.02
C -7.574 -2.215 -12.318 -0.6 0.6 -1.1 0.02
C -7.313 -1.944 -13.666 0.7 0.1 0.2 0.02
C -6.453 -2.771 -14.357 0.3 -0.8 1.0 0.00
N -5.949 -3.904 -13.790 -1.8 1.1 1.3 0.05
C -6.399 -4.165 -12.514 2.0 -1.5 -0.1 0.07
S -5.718 -5.802 -12.139 0.0 0.1 0.1 0.22
H -8.302 -1.584 -11.842 0.0 0.3 0.6 0.00
H -7.653 -1.034 -14.162 -0.2 -0.3 0.2 0.00
H -6.112 -2.595 -15.327 0.2 0.5 -1.5 0.00
C -3.340 -9.616 -15.904 0.8 2.7 -0.8 0.01
C -3.983 -8.402 -15.306 0.4 -0.9 -0.5 0.07
N -4.434 -7.416 -14.895 0.8 -1.3 -0.2 0.03
H -3.780 -9.735 -16.921 0.2 -0.1 0.7 0.00
H -3.470 -10.466 -15.270 -0.1 -0.6 0.4 0.00
H -2.231 -9.305 -16.034 -1.6 -0.7 0.3 0.00
C -3.012 -3.208 -15.954 -1.1 1.0 0.5 0.01
C -2.528 -3.906 -14.743 0.5 -0.1 -1.0 0.04
N -3.067 -4.880 -13.964 0.6 0.5 -0.3 0.02
C -2.066 -5.257 -13.070 1.5 1.9 0.4 0.00
C -0.967 -4.440 -13.272 -0.8 -1.5 -0.8 0.02
N -1.265 -3.699 -14.390 -0.5 0.9 0.3 0.01
H -2.856 -2.118 -15.785 -0.2 -0.6 -0.3 0.00
H -4.079 -3.359 -16.173 0.3 0.0 0.0 0.00
H -2.439 -3.481 -16.822 0.3 -0.3 -0.4 0.00
H -2.225 -5.794 -12.181 -0.4 -1.1 0.6 0.00
H 0.033 -4.454 -12.885 0.0 0.0 0.5 0.00
H -0.715 -2.932 -14.819 -0.1 -0.8 0.5 0.00
```
Positions in Å, forces in eV/Å.

The calculation puts the energy above the lowest of the compared OMol25 structures with the same formula, charge and spin at 36.5 kJ/mol. The calculation puts the HOMO energy (spin up / spin down) at -19.60 / -19.60 eV. The total charge is +3. As for the LUMO energy (spin up / spin down): -13.06 / -13.50 eV. As for the expectation value of S²: 3.784. For the frontier orbital gap (spin up / spin down), the calculation gives 6.5 / 6.1 eV. The spin multiplicity is 4.

***

Computed, not measured: 2 unconnected molecules or ions with the total composition C12H12FO4 in a non-equilibrium geometry, with ωB97M-V/def2-TZVPD.

Geometry as XYZ:
```
29
Properties=species:S:1:pos:R:3:forces:R:3:lowdin_charge:R:1
C 2.820 0.045 0.559 -0.2 0.1 0.3 -0.08
O 2.196 1.035 -0.304 1.3 -1.1 -0.7 -0.24
C 1.045 0.509 -0.990 -1.1 1.3 -0.5 -0.19
C -0.228 0.852 -0.159 -1.0 -0.3 0.7 -0.11
C -0.484 2.260 0.170 -1.1 -1.5 0.6 0.00
C -1.656 2.662 0.935 0.6 -2.5 -0.7 -0.02
C -2.600 1.622 1.348 1.7 -0.1 -0.9 0.02
C -2.339 0.227 1.021 0.3 1.0 0.0 -0.05
C -1.138 -0.193 0.279 -1.2 1.8 0.7 -0.02
C -0.958 -1.700 0.036 -0.7 -1.0 -0.1 -0.23
O 0.091 -2.275 -0.156 -0.2 0.8 -0.1 0.10
C -2.250 -2.586 0.089 -1.4 0.8 0.7 -0.15
F -2.284 -3.805 -0.526 0.8 1.6 0.6 0.07
C -3.354 -2.192 0.772 0.1 0.5 0.2 0.11
C -3.407 -0.813 1.500 1.3 -0.4 -1.3 -0.31
O -4.219 -0.534 2.340 0.2 -0.3 -0.4 0.12
H 2.986 -0.886 -0.056 -0.2 0.5 0.9 0.09
H 3.792 0.430 0.977 -1.0 -0.1 -0.7 0.10
H 2.149 -0.133 1.436 0.5 -0.3 -0.8 0.11
H 1.131 -0.566 -1.290 -0.1 0.8 0.7 0.11
H 0.962 1.099 -1.951 0.2 -0.5 1.0 0.14
H 0.270 2.998 -0.177 -0.7 -0.5 0.3 0.12
H -1.825 3.728 1.195 0.1 -1.0 -0.3 0.11
H -3.512 1.936 1.911 0.9 -0.7 -0.6 0.13
H -4.273 -2.825 0.847 1.1 0.6 0.0 0.15
O 4.258 -0.122 -2.648 0.0 0.0 0.2 0.34
H 5.213 -0.231 -2.446 -0.1 0.0 0.0 0.21
H 3.807 0.451 -1.974 -0.3 0.1 0.2 0.17
H 3.809 -0.991 -2.736 0.0 0.1 0.0 0.20
```
Positions in Å, forces in eV/Å.

The calculation puts the HOMO energy at -12.17 eV. The total charge is +1. As for the LUMO energy: -5.00 eV. For the frontier orbital gap, the calculation gives 7.2 eV. The spin multiplicity is 1.